{
  "formula": "C6H10N",
  "method": "ωB97M-V/def2-TZVPD",
  "symbols": ["C", "C", "C", "C", "C", "C", "N", "H", "H", "H", "H", "H", "H", "H", "H", "H", "H"],
  "positions_angstrom": [[2.330, -0.077, -0.731], [2.125, -0.181, 0.512], [-0.162, -0.157, -1.216], [0.703, 0.167, 0.060], [0.113, 1.399, 0.737], [-1.392, -1.389, 0.325], [-0.118, -1.039, -0.203], [2.919, 0.093, -1.637], [2.437, -0.585, 1.453], [-1.005, 0.466, -1.244], [0.352, -0.304, -2.151], [0.457, 1.310, 1.809], [-0.939, 1.371, 0.635], [0.340, 2.421, 0.311], [-1.295, -2.259, 1.002], [-1.844, -0.466, 0.765], [-1.991, -1.740, -0.534]],
  "lowdin_charge": [0.273, 0.082, -0.046, -0.380, 0.008, -0.029, -0.097, 0.153, 0.153, 0.122, 0.126, 0.119, 0.057, 0.130, 0.109, 0.105, 0.116],
  "lumo_ha": -0.186,
  "orbital_gap_ha": 0.33840,
  "charge": 1,
  "relative_energy_kj_mol": 467.5,
  "max_force_ev_per_a": 2.7
}